The following is a quantum chemistry calculation of a molecular structure, C28H30NOPt, from the Open Molecules 2025 dataset.

Geometry as XYZ:
```
61
Properties=species:S:1:pos:R:3
Pt -0.21 0.01 1.33
O -3.27 0.40 -2.48
N -1.38 1.45 -3.18
C -1.74 2.72 4.29
C -0.90 -1.77 0.43
C 3.56 0.48 -3.90
C -2.07 0.58 -2.36
C 2.49 -1.10 0.80
C -1.48 2.04 3.09
C -0.25 -3.21 2.14
C 2.37 -0.16 -4.26
C -0.20 2.23 -2.75
C -1.25 -0.07 -1.29
C 1.52 0.93 0.22
C -1.18 2.27 5.49
C 1.84 0.96 1.65
C -1.67 -1.41 1.71
C 2.43 -0.32 1.99
C -0.92 -2.47 -1.97
C -1.55 -1.56 -0.92
C 1.13 0.41 -3.92
C -1.26 -2.40 2.69
C 2.30 2.28 -2.89
C -0.09 0.45 4.30
C 3.52 1.70 -3.22
C 1.10 1.62 -3.21
C -0.39 1.12 5.51
C 1.95 -0.37 -0.28
C -3.05 -1.86 -0.79
C -0.64 0.93 3.13
C -0.05 -2.88 0.79
H 0.59 -3.39 0.07
H -2.63 -0.91 1.67
H 1.37 1.81 -0.39
H 2.37 -1.11 -4.80
H 0.16 -2.29 -2.05
H 4.51 0.04 -4.16
H 2.84 -0.59 2.96
H -1.10 -3.51 -1.67
H -0.18 2.33 -1.64
H 0.53 -0.45 4.26
H -3.55 -1.70 -1.75
H 2.24 3.24 -2.35
H 0.19 -0.07 -4.19
H -2.00 1.97 -3.79
H -2.37 3.61 4.27
H -3.54 -1.23 -0.04
H 2.95 -2.09 0.71
H 4.44 2.21 -2.92
H -1.41 0.57 -0.37
H -1.38 2.81 6.41
H -3.15 -2.91 -0.48
H -1.40 -2.28 -2.94
H -1.89 2.31 2.12
H 0.03 0.74 6.44
H -1.78 -2.53 3.64
H 1.93 -0.66 -1.33
H -0.31 3.25 -3.15
H 0.23 -4.05 2.65
H -0.18 -0.02 -1.55
H 1.85 1.89 2.23
```

Summary:
HOMO (alpha / beta)	-9.9 / -11.5	eV
total charge	+1
2S+1	5
strongest force on any atom	0.042	hartree/bohr
gap between HOMO and LUMO (alpha / beta)	7.74 / 4.73	eV

The following is a quantum chemistry calculation of 2 unconnected molecules or ions with the total composition C28H30O8PS2, from the Open Molecules 2025 dataset.

Geometry as XYZ:
```
69
Properties=species:S:1:pos:R:3
S -1.68 0.00 2.12
S -1.18 2.31 0.29
P 5.70 4.85 1.44
O 2.43 4.04 1.52
O -2.40 -0.96 1.29
O 6.29 3.90 2.44
O 2.61 -4.42 2.95
O 2.04 6.25 1.98
O -0.61 2.41 -1.03
O -1.03 -0.41 3.34
O -1.12 3.41 1.23
C 6.83 6.92 -0.20
C 3.96 3.76 -2.13
C 4.52 2.50 -2.34
C -2.84 1.30 2.56
C 5.23 3.98 -0.09
C 0.81 0.53 1.01
C 0.49 -1.94 1.24
C 9.23 6.91 1.24
C 3.02 -2.17 2.38
C 5.44 1.98 -1.42
C 5.80 2.73 -0.30
C -3.67 1.80 1.40
C -0.18 7.19 2.12
C 4.31 4.51 -1.00
C -2.92 1.85 0.08
C 1.79 -5.63 2.99
C 0.66 6.00 1.74
C 4.20 5.66 1.81
C 0.90 -3.18 1.69
C 9.09 7.76 0.13
C 2.86 5.16 1.74
C -0.51 0.87 1.08
C 2.16 -3.30 2.33
C 7.89 7.76 -0.58
C 1.29 -0.78 1.37
C 8.17 6.08 1.62
C 6.96 6.07 0.91
C 2.60 -0.95 1.88
H 10.16 6.89 1.80
H 4.25 1.92 -3.22
H -1.19 6.99 1.79
H 5.91 6.93 -0.79
H -2.96 0.89 -0.46
H -0.45 -1.90 0.69
H -0.19 7.33 3.20
H 7.77 8.41 -1.45
H -4.03 2.81 1.63
H 4.00 -2.28 2.83
H 3.26 -0.09 1.88
H -3.45 0.80 3.32
H 3.88 5.49 -0.84
H -3.28 2.65 -0.57
H 1.52 1.29 0.68
H 2.42 -6.33 3.54
H -2.24 2.09 3.02
H 5.89 1.00 -1.57
H 9.92 8.40 -0.17
H 0.51 5.75 0.68
H 0.24 -4.05 1.57
H 8.29 5.41 2.46
H 1.57 -6.02 1.98
H 4.30 6.70 2.10
H 6.50 2.34 0.43
H -4.56 1.17 1.29
H 0.17 8.11 1.64
H 3.24 4.18 -2.84
H 0.84 -5.46 3.54
H 0.34 5.13 2.33
```

Summary:
HOMO	-3.5	eV
total charge	-1
strongest force on any atom	0.049	hartree/bohr
gap between HOMO and LUMO	5.28	eV

The following is a quantum chemistry calculation of a molecular structure, C28H31Cl3GeN4O5SY, from the Open Molecules 2025 dataset.

Geometry as XYZ:
```
74
Properties=species:S:1:pos:R:3
Y -0.03 0.68 0.27
Ge 3.17 -0.70 -0.39
Cl 4.25 4.74 -1.26
Cl 4.12 3.02 -3.58
Cl 2.22 5.19 -3.27
S -3.13 -6.73 -0.39
O -0.97 1.58 -1.55
O 0.87 2.38 1.41
O -2.56 -7.59 -1.41
O -4.55 -6.45 -0.57
O -2.75 -7.06 0.98
N -0.91 0.70 2.66
N -2.50 0.40 0.50
N -0.64 -1.32 -1.40
N 1.55 2.37 -1.16
C -3.35 3.13 -3.78
C -3.45 0.88 -0.20
C 1.48 2.44 2.55
C -1.13 -3.21 0.09
C 3.29 3.34 3.91
C -4.57 2.84 -3.16
C 2.27 3.07 -1.72
C 3.18 3.97 -2.43
C 1.65 -0.83 0.81
C -2.85 -0.41 1.66
C 2.89 2.57 5.01
C -0.18 0.95 3.68
C 4.31 0.83 0.07
C 1.78 1.77 4.89
C -4.55 2.11 -2.00
C 4.29 -2.30 -0.36
C 2.59 3.29 2.72
C 2.64 -0.54 -2.29
C -2.35 -5.14 -0.68
C -2.44 -4.56 -1.95
C -2.11 1.97 -2.03
C 1.07 1.68 3.68
C -1.21 -2.64 -1.17
C -2.26 0.19 2.92
C -1.69 -4.46 0.33
C -2.15 2.71 -3.23
C -1.86 -3.33 -2.20
C -3.35 1.66 -1.41
H -1.21 2.93 -3.71
H 1.83 0.16 -2.47
H -0.54 0.65 4.67
H 0.26 -1.42 -1.86
H 3.70 1.72 0.27
H -4.48 0.67 0.12
H 1.36 -1.89 0.80
H -5.50 3.17 -3.59
H 5.10 -2.25 -1.09
H -1.63 -4.93 1.31
H 2.89 3.89 1.87
H -2.95 -5.11 -2.74
H -1.23 -0.81 -2.05
H -1.92 -2.87 -3.18
H -2.27 -0.54 3.73
H 1.43 1.19 5.73
H -3.93 -0.50 1.78
H -5.48 1.85 -1.50
H -0.60 -2.68 0.87
H 2.34 -1.52 -2.68
H -2.88 1.04 3.23
H 4.15 3.99 3.99
H -2.45 -1.42 1.50
H 4.88 0.61 0.97
H 3.50 -0.21 -2.88
H -3.34 3.70 -4.70
H 2.05 -0.62 1.81
H 3.44 2.61 5.94
H 3.68 -3.18 -0.58
H 5.01 1.05 -0.74
H 4.73 -2.44 0.63
```

Summary:
ΔE to the lowest compared entry with this formula, charge and spin	97.0	kJ/mol
HOMO	-5.4	eV
total charge	-1
strongest force on any atom	0.032	hartree/bohr
gap between HOMO and LUMO	6.91	eV

The following is a quantum chemistry calculation of a molecular structure, C28H31IN2OReSTe, from the Open Molecules 2025 dataset.

Geometry as XYZ:
```
66
Properties=species:S:1:pos:R:3
Re -1.21 -0.22 0.23
I -0.87 -3.81 2.90
Te -0.22 1.04 -1.63
S -0.36 -4.36 -1.32
O -0.41 -0.29 2.10
N 0.06 -0.52 4.26
N -0.31 -2.00 -0.34
C 5.63 -1.40 -0.67
C -2.97 6.76 -0.87
C -1.55 5.14 -2.17
C -5.16 -1.68 -0.86
C 5.25 -2.25 1.66
C -1.72 -1.89 3.33
C 3.38 -2.23 0.02
C -1.13 -2.92 -0.82
C 4.63 -1.48 0.49
C 1.02 -2.41 -0.34
C -1.14 2.92 -1.38
C 2.44 -4.28 -0.93
C -1.91 3.18 -0.25
C -0.95 3.90 -2.35
C -4.13 -0.80 -0.52
C -0.12 3.64 -3.58
C 2.11 -1.67 0.10
C 3.51 -3.54 -0.49
C -4.87 -2.99 -1.19
C -2.50 4.42 -0.10
C 4.30 -0.06 0.95
C -2.54 -2.58 -0.87
C -0.65 -0.86 3.20
C -2.33 5.42 -1.05
C 1.17 -3.70 -0.85
C -2.08 2.16 0.84
C -3.55 -3.45 -1.20
C -2.80 -1.23 -0.51
H 4.50 -3.98 -0.55
H 2.58 -5.28 -1.31
H 6.51 -0.83 -0.36
H 5.22 0.44 1.25
H -5.67 -3.66 -1.46
H -2.52 -1.71 2.62
H -1.42 5.90 -2.92
H 1.96 -0.68 0.49
H 3.63 -0.06 1.81
H 4.56 -2.31 2.50
H -4.03 6.67 -0.64
H -2.50 7.30 -0.04
H 3.85 0.53 0.15
H -3.11 4.62 0.78
H 0.91 3.38 -3.33
H 5.19 -0.90 -1.54
H 5.53 -3.27 1.38
H -6.18 -1.33 -0.87
H 6.16 -1.74 2.00
H -2.84 2.48 1.56
H -1.16 1.98 1.41
H -3.34 -4.48 -1.46
H -4.38 0.23 -0.29
H -2.11 -1.94 4.34
H -0.09 4.52 -4.22
H 5.98 -2.39 -0.98
H -0.09 -0.96 5.15
H 0.81 0.15 4.17
H -0.54 2.82 -4.18
H -2.87 7.38 -1.76
H -2.56 1.20 0.47
```

Summary:
ΔE to the lowest compared entry with this formula, charge and spin	0.0	kJ/mol
HOMO (alpha / beta)	-13.6 / -13.6	eV
total charge	+2
2S+1	2
strongest force on any atom	0.010	hartree/bohr
gap between HOMO and LUMO (alpha / beta)	6.03 / 6.20	eV